# 1
Here is a structure of composition C39H85AlBrCl2CsF2IN5O14P from the Open Molecules 2025 dataset. Energies are from the ωB97M-V functional and the def2-TZVPD basis.

Geometry as XYZ:
```
152
Properties=species:S:1:pos:R:3:forces:R:3
C -1.1861 3.5728 5.4954 0.030 -0.940 -0.383
C -2.5214 3.0480 6.0418 1.160 0.390 0.653
O -3.6035 3.1714 5.1083 -0.116 0.832 -0.364
P -4.0797 1.8333 4.4267 -0.161 -1.334 1.730
O -4.5893 0.8772 5.4054 -0.287 -0.666 0.112
C -2.6132 1.1202 3.6348 -0.130 -0.458 -0.699
C -2.9061 0.6374 2.1960 0.118 0.671 0.458
C -2.6794 1.8684 1.2986 0.099 -0.194 0.380
N -1.9855 1.7103 -0.0109 -0.104 -0.250 -0.054
I -1.5132 3.9079 -0.5366 -1.233 1.920 -0.665
C -2.9452 1.3777 -1.0761 0.046 -0.006 0.043
C -2.3036 1.1256 -2.4554 -0.494 -0.631 0.096
C -2.8289 2.1655 -3.4593 -0.375 -0.080 -1.086
C -3.8037 1.4546 -4.4089 0.376 -0.522 0.179
N -3.1563 0.5081 -5.2932 -0.406 -0.016 0.143
N -0.8719 0.9015 -2.4121 0.506 0.089 0.503
C -0.1283 1.0070 -3.6329 1.062 2.481 0.029
C 0.5753 2.4572 -3.6485 -0.063 -1.229 -1.078
F 0.6583 2.8464 -5.0023 0.293 0.036 0.350
C -0.3745 0.1518 -1.2543 0.327 0.038 0.470
C -0.8715 -1.3204 -1.1509 -1.079 0.768 0.873
C -2.3060 -1.6117 -0.6671 -0.168 -1.286 -0.356
C -3.3009 -1.9911 -1.7948 0.110 0.365 0.191
O -4.5045 -1.2276 -1.7922 -0.125 0.030 -0.200
C -5.4423 -1.6560 -0.7864 0.367 0.363 -0.602
C 1.1698 0.0017 -1.1718 0.704 -0.099 -1.882
C 1.8164 -1.2146 -1.9450 0.537 0.681 -0.604
C 2.1977 -2.4898 -1.1800 -0.381 -1.112 0.283
C 1.3422 -3.7122 -1.5969 0.295 0.469 0.039
C 2.1317 -2.3261 0.3258 0.582 0.187 0.169
C -0.7296 0.9589 0.0351 0.432 -0.415 -0.192
Br 0.6487 2.2995 0.5540 0.723 -1.076 0.698
O -5.2205 2.1910 3.3814 0.541 1.301 -0.129
C -5.2290 3.5733 2.8861 -0.153 -0.380 -1.216
C -5.8796 3.5391 1.5037 0.326 -0.287 0.546
H -0.4896 2.7344 5.4479 0.166 0.004 0.031
H -1.2943 3.9171 4.4700 -0.093 0.514 0.059
H -0.7263 4.3187 6.1303 -0.154 0.333 -0.061
H -2.7426 3.6025 6.9487 -0.582 0.134 -0.076
H -2.3792 2.0227 6.3720 -0.395 -0.256 -0.153
H -2.3372 0.2499 4.2226 -0.161 -0.005 0.311
H -1.7447 1.7714 3.6352 0.006 0.168 0.067
H -2.2876 -0.2379 2.0261 0.171 0.028 -0.346
H -3.9580 0.3634 2.1595 -0.030 -0.366 -0.287
H -3.6358 2.3361 1.0976 0.006 0.112 -0.254
H -2.1188 2.6118 1.8576 0.250 -0.018 -0.003
H -3.6092 0.5661 -0.8018 0.315 -0.288 0.192
H -3.6022 2.2417 -1.1163 -0.004 0.168 -0.137
H -2.7675 0.1830 -2.7707 -0.085 -0.038 -0.016
H -3.3876 2.9828 -3.0139 0.215 0.084 0.414
H -2.0875 2.6293 -4.1059 0.266 -0.014 0.122
H -4.3586 2.1816 -5.0221 -0.013 0.138 -0.003
H -4.5210 0.9058 -3.7178 0.076 0.245 0.079
H -2.5411 -0.1139 -4.7790 0.097 0.025 0.048
H -3.8502 -0.1120 -5.6988 0.154 -0.028 -0.415
H -0.7193 1.0191 -4.5448 -0.349 -0.144 0.066
H 0.6534 0.2692 -3.8466 -0.431 -0.368 0.506
H 0.0067 3.2024 -3.1085 -0.091 0.008 0.178
H 1.6426 2.3666 -3.2949 -4.469 2.615 -0.869
H -0.2273 -1.7738 -0.4053 0.183 -0.175 -0.131
H -0.7541 -1.8137 -2.1108 0.335 -0.024 -0.111
H -2.7313 -0.9019 0.0296 0.014 0.200 -0.046
H -2.2346 -2.5276 -0.0805 0.207 0.058 0.278
H -2.8167 -1.8560 -2.7632 -0.145 0.086 -0.167
H -3.5617 -3.0479 -1.7288 -0.014 -0.120 0.023
H -5.7543 -0.7759 -0.2305 -0.055 -0.019 0.265
H -6.3045 -2.0837 -1.2911 -0.130 -0.210 0.102
H -4.9731 -2.3844 -0.1340 -0.151 -0.063 0.244
H 1.5029 -0.0697 -0.1421 -0.191 -0.011 0.140
H 1.6450 0.9469 -1.5790 -2.433 -1.524 2.142
H 2.7614 -0.8446 -2.4423 -1.109 -1.511 1.054
H 1.2195 -1.5304 -2.8012 -0.229 0.199 -0.100
H 3.1988 -2.8001 -1.4769 0.255 0.428 -0.048
H 0.4204 -3.7341 -1.0221 -0.202 -0.176 -0.099
H 1.9143 -4.6046 -1.3633 -0.086 -0.185 0.128
H 1.1433 -3.7305 -2.6698 -0.163 0.003 -0.078
H 3.0390 -1.9003 0.7523 0.077 0.221 -0.023
H 1.3370 -1.6708 0.6720 -0.072 -0.310 0.436
H 1.9830 -3.2525 0.8689 -0.081 -0.218 -0.103
H -0.6569 0.2522 0.8598 -0.219 0.097 0.371
H -5.8214 4.2181 3.5224 0.248 -0.035 0.478
H -4.2021 3.9215 2.8090 -0.003 0.416 0.164
H -5.5771 4.3934 0.9059 -0.096 0.220 0.036
H -6.9568 3.4958 1.6230 -0.170 -0.016 -0.265
H -5.5319 2.6280 1.0169 -0.221 -0.086 -0.262
O -3.1731 6.0873 3.4942 0.025 -0.451 -0.317
H -3.4723 5.4227 4.1309 0.066 0.159 0.031
Cs 3.0809 1.2379 -2.9539 7.131 -0.263 -1.634
O 3.6324 3.6973 -7.3590 -0.125 -0.146 0.119
H 2.7706 3.6658 -6.9314 -0.032 0.092 -0.008
H 3.4480 3.4496 -8.2704 0.097 0.029 -0.054
F 1.0682 -1.5934 2.6852 -0.559 0.460 -0.412
Al -6.4765 1.0937 -4.4361 -0.261 -0.087 0.037
C -2.5531 -4.5796 -7.0311 0.226 0.108 0.242
C -2.0692 -4.2035 -5.6545 0.171 -0.011 0.036
O -1.2415 -3.3185 -5.4715 -0.083 0.247 0.098
N -2.5909 -4.8844 -4.6038 -0.155 0.040 -0.193
C -3.5763 -5.9538 -4.6277 0.207 0.137 0.327
H -2.0548 -3.9581 -7.7688 0.062 0.051 0.068
H -2.3221 -5.6243 -7.2426 -0.147 -0.027 -0.037
H -3.6248 -4.4180 -7.1077 0.144 -0.127 0.127
H -2.2277 -4.5929 -3.7102 0.064 -0.072 0.018
H -4.4521 -5.6592 -4.0475 -0.076 -0.091 -0.064
H -3.1511 -6.8532 -4.1818 -0.087 -0.076 -0.062
H -3.8870 -6.1777 -5.6418 0.017 0.033 -0.030
C -6.2923 -3.5550 -8.9050 0.036 -0.030 -0.180
Cl -6.6202 -3.0896 -7.2206 -0.011 0.056 0.023
Cl -5.0290 -4.7802 -9.0064 -0.394 -0.029 -0.397
H -7.2019 -3.9514 -9.3386 -0.046 -0.057 0.116
H -5.9684 -2.6766 -9.4489 0.054 0.035 0.062
C 7.3658 0.1135 6.4495 0.026 0.074 -0.118
O 8.2476 -0.3462 5.4432 -0.148 -0.029 0.173
C 8.5361 -1.7379 5.5080 0.349 -0.049 -0.190
C 7.8874 -2.4930 4.3674 -0.234 0.133 0.021
N 6.4405 -2.5491 4.5195 0.113 0.051 -0.170
C 5.7189 -3.0146 3.3370 -0.183 0.019 0.254
C 5.8462 -2.2126 2.0462 -0.094 -0.253 -0.166
O 5.2324 -0.9365 2.0890 0.204 0.063 -0.134
C 6.0154 0.0801 2.6794 -0.263 0.119 -0.047
H 7.3801 1.2020 6.4253 0.034 0.002 -0.029
H 6.3370 -0.2179 6.2736 -0.011 -0.046 0.120
H 7.6865 -0.2177 7.4411 -0.039 -0.021 0.013
H 8.2533 -2.1605 6.4761 -0.131 0.040 -0.008
H 9.6209 -1.8357 5.4077 0.002 -0.019 0.039
H 8.2830 -3.5130 4.3458 0.001 -0.006 -0.030
H 8.1861 -1.9925 3.4357 0.151 -0.074 0.007
H 6.0986 -1.6283 4.7567 -0.030 -0.004 0.064
H 4.6591 -3.0344 3.6019 -0.017 -0.031 -0.062
H 6.0139 -4.0499 3.1355 0.067 0.023 -0.041
H 5.3072 -2.7705 1.2758 -0.020 0.015 -0.012
H 6.8814 -2.1297 1.6917 0.022 0.087 0.106
H 7.0835 -0.0592 2.4907 0.012 -0.047 0.074
H 5.8314 0.1497 3.7542 0.164 0.016 0.029
H 5.7076 1.0317 2.2402 -0.004 -0.023 -0.023
C 10.5028 -0.3486 -2.6873 0.166 0.066 -0.067
C 9.5176 0.5111 -3.4528 0.125 0.092 -0.072
O 8.2935 -0.2183 -3.2953 0.128 0.109 -0.004
C 8.4005 -0.9781 -2.1741 -0.005 -0.052 0.025
O 7.4940 -1.5644 -1.6828 -0.197 -0.038 0.068
O 9.6649 -0.9703 -1.7050 -0.006 0.081 -0.136
H 11.2911 0.2271 -2.2110 -0.070 -0.051 0.187
H 10.9537 -1.1240 -3.3077 -0.053 -0.020 -0.014
H 9.3980 1.5023 -3.0125 -0.005 -0.023 0.053
H 9.7700 0.6185 -4.5041 -0.152 -0.111 -0.051
O -6.1241 5.8282 8.4267 0.432 0.375 1.038
C -5.2239 5.0070 8.3362 -2.669 -1.074 -5.418
C -4.2456 5.0971 9.9723 2.031 0.807 4.482
O -3.3721 4.2592 9.8264 -0.289 -0.124 -0.704
H -4.4464 5.1496 7.5606 0.761 0.723 0.898
H -5.5115 3.9393 8.2687 0.206 -0.143 1.341
H -5.0635 4.9372 10.6988 -0.476 -0.578 -0.695
H -3.9951 6.1738 9.9899 0.007 -0.001 -1.034
```
Forces are in eV/Å.

HOMO in eV: -7.83
LUMO in eV: -5.48
HOMO-LUMO gap in eV: 2.3
Charge: +1
Calculated total energy in Eh: -7459.0109
F_max in hartree/bohr: 0.142
Molar mass in u: 1354.70
Multiplicity: 1

---

# 2
Here is a cluster of 10 separate species, C39H86F15N4O19PS5 in total from the Open Molecules 2025 dataset. Energies are from the ωB97M-V functional and the def2-TZVPD basis.

Geometry as XYZ:
```
169
Properties=species:S:1:pos:R:3:forces:R:3
C -3.9987 7.5395 -0.4385 -0.150 -1.469 0.355
C -4.7368 6.8683 -1.5923 3.296 2.214 0.412
O -4.1637 6.3392 -2.5030 -2.119 0.081 1.050
N -6.1314 7.3765 -1.6473 -0.193 -2.414 -0.032
H -6.1968 8.2212 -1.0973 -0.105 0.227 0.221
H -6.1415 7.6135 -2.6290 -1.421 -0.135 -0.714
C -7.1004 6.2670 -1.0735 -1.161 1.190 -1.097
H -3.5279 6.6761 0.0315 0.843 0.432 0.190
H -4.5618 8.0209 0.3611 -0.467 -0.067 -0.291
H -3.3065 8.2717 -0.8543 0.261 -0.369 0.004
H -7.2628 6.4388 -0.0094 0.595 -0.046 -0.097
H -6.8343 5.2467 -1.3497 0.597 0.279 0.014
H -8.0495 6.4846 -1.5633 -0.021 -0.133 0.067
C -3.1567 -6.2642 8.7460 0.353 0.437 1.746
N -2.9368 -4.7446 8.6984 1.201 -0.686 -2.294
C -1.5005 -4.5014 8.1537 0.001 0.800 0.328
C -3.8656 -4.2037 7.6321 -1.241 1.379 1.476
C -3.2794 -4.0771 10.0191 -0.611 -1.605 1.123
C -2.5483 -4.6406 11.2548 1.669 1.567 -0.089
O -2.6074 -5.9923 11.6290 -0.803 -0.359 -0.639
H -4.0616 -6.4293 9.3308 -0.386 0.016 -0.659
H -2.4166 -6.6797 9.4297 0.328 0.069 -0.375
H -3.1200 -6.7653 7.7787 -0.165 0.567 -0.005
H -1.2211 -3.4479 8.1706 -0.535 0.229 0.552
H -1.4314 -4.7011 7.0844 -0.501 -0.692 0.184
H -0.7156 -5.0344 8.6903 -0.517 -0.278 0.171
H -3.9263 -3.1267 7.7889 0.755 0.298 -0.551
H -4.8795 -4.4224 7.9670 -0.029 -0.842 -0.389
H -3.6744 -4.4639 6.5911 0.304 -0.315 0.470
H -4.3468 -4.2359 10.1722 -0.153 -0.164 -0.347
H -3.1628 -2.9933 10.0189 0.508 -0.072 -0.492
H -2.7922 -4.0171 12.1149 -0.620 0.265 -0.178
H -1.4993 -4.3852 11.1051 0.410 0.049 -0.209
H -2.1869 -6.0247 12.4915 -0.042 -0.266 0.108
C -3.7517 1.0541 2.1812 0.733 0.951 -0.668
N -2.2702 1.1499 1.7173 0.917 -0.786 0.547
C -2.0988 1.1141 0.2121 -1.162 -1.756 0.320
C -1.6429 2.4104 2.1794 -0.312 0.659 0.125
C -1.3572 0.0229 2.3297 -1.691 0.371 0.966
C -1.9210 -1.3751 2.3257 -0.317 -0.385 0.291
O -2.2059 -1.8019 1.0596 0.197 -0.409 -2.319
H -4.2344 0.1019 1.9611 0.501 0.014 -0.103
H -4.2630 1.8409 1.6266 -0.039 -0.145 -0.185
H -3.8469 1.3450 3.2274 0.449 -0.386 0.107
H -2.5357 1.9430 -0.3448 -0.031 0.173 0.611
H -2.6602 0.2017 0.0107 0.168 0.085 -0.883
H -1.0572 0.9508 -0.0646 -0.041 0.252 0.330
H -2.1206 3.1991 1.5981 0.128 0.196 0.259
H -0.5777 2.3828 1.9500 -0.060 0.016 -0.018
H -1.7891 2.5703 3.2477 -0.042 -0.085 -0.061
H -1.3821 0.2043 3.4042 0.496 0.699 0.066
H -0.3572 0.1647 1.9198 -0.204 -0.164 -0.074
H -2.8482 -1.5123 2.8820 0.060 0.742 0.751
H -1.1976 -2.0346 2.8051 0.417 0.149 0.264
H -2.4747 -2.7235 1.0576 -0.199 -0.208 -0.073
C 3.5704 -6.6871 -0.1158 0.819 0.476 0.709
N 3.6668 -5.1312 -0.2343 -0.155 -2.912 -1.452
C 4.1394 -4.8046 -1.6954 -0.700 1.599 0.381
C 2.2342 -4.6292 0.0037 1.674 0.997 -0.831
C 4.6468 -4.6114 0.8394 -0.967 -0.467 -0.950
C 4.6177 -3.1064 1.0095 1.298 0.786 0.177
O 5.0560 -2.3709 -0.1744 -0.831 -1.515 0.675
H 3.1385 -6.9236 0.8566 0.351 0.188 0.171
H 4.5868 -7.0688 -0.2121 -0.060 -0.026 0.199
H 2.9425 -7.2514 -0.8053 -0.131 1.003 -0.615
H 5.1921 -4.8822 -1.9670 0.198 -0.555 1.178
H 3.9452 -3.7358 -1.7846 -0.056 -0.021 -0.069
H 3.6114 -5.2960 -2.5126 -0.569 -0.473 0.759
H 2.4143 -3.5656 -0.1522 -1.011 0.118 -0.066
H 1.8794 -4.7968 1.0206 0.315 -0.336 -0.126
H 1.5977 -5.0849 -0.7548 -0.028 0.167 0.197
H 5.6438 -5.0092 0.6501 -0.053 0.214 -0.579
H 4.3205 -5.1647 1.7200 -0.108 0.584 0.359
H 5.3610 -2.9406 1.7893 0.137 0.042 0.194
H 3.7017 -2.7249 1.4605 -0.308 -0.040 -0.484
H 5.1663 -1.4468 0.0608 -0.037 0.291 0.238
C 1.3397 5.3891 -3.8720 1.057 -1.019 0.653
C 2.8382 5.1000 -4.1331 0.505 0.574 -0.256
C 3.2906 3.6220 -4.2423 -0.267 0.218 0.222
C 2.7794 2.9795 -5.5261 0.593 -1.658 -0.357
P 3.5144 1.2037 -5.8119 -0.307 0.265 -0.771
C 3.4801 0.7614 -7.6450 -0.573 0.683 0.505
C 4.2556 1.7083 -8.6047 -0.210 -0.340 0.465
C 4.2853 1.2596 -10.0640 -0.249 -0.111 0.160
C 5.0798 0.0186 -10.2998 0.147 -0.625 0.449
C 2.4066 -0.0128 -4.8723 0.163 1.437 -0.213
C 0.8656 -0.0630 -5.1638 0.381 -1.298 -1.130
C 0.4367 -1.5064 -4.8355 -0.344 -0.566 0.659
C -1.0490 -1.7958 -4.7592 -0.719 0.674 -0.482
C 5.2840 1.0142 -5.2366 -0.639 0.469 0.202
C 6.0867 -0.1577 -5.7967 -0.653 -0.804 0.972
C 7.3711 -0.5003 -5.0060 0.645 0.765 -1.073
C 8.2563 -1.4898 -5.8199 -0.273 0.575 1.372
H 0.6586 4.9614 -4.6077 0.057 0.378 -0.247
H 1.2025 6.4550 -3.6900 -0.209 -0.116 -0.329
H 1.1266 4.8705 -2.9372 -0.311 0.107 0.186
H 3.4278 5.6156 -3.3750 -0.141 -0.442 0.602
H 3.2025 5.6755 -4.9840 -0.223 -0.286 -0.686
H 3.0053 3.0857 -3.3372 -0.416 -0.143 0.010
H 4.3720 3.4864 -4.2569 0.199 0.687 0.035
H 3.0372 3.6122 -6.3754 0.196 -0.167 -0.150
H 1.7038 2.8112 -5.5785 -0.104 -0.004 0.177
H 2.4343 0.9615 -7.8780 -0.321 -0.496 -0.087
H 3.6676 -0.3048 -7.7723 0.133 0.003 0.173
H 5.2835 1.7986 -8.2537 0.008 0.630 0.085
H 3.6363 2.6036 -8.5501 0.817 0.599 0.045
H 4.7468 1.9624 -10.7576 -0.592 0.833 0.454
H 3.2524 1.0360 -10.3310 -0.092 0.378 -0.501
H 4.5026 -0.7968 -9.8640 0.402 -0.571 -0.442
H 6.0471 0.0634 -9.7993 0.133 -0.014 0.043
H 5.2735 -0.0763 -11.3682 -0.187 -0.539 0.118
H 2.5907 0.2180 -3.8230 -0.035 0.155 0.172
H 2.8570 -0.9949 -5.0155 -0.115 -0.073 -0.279
H 0.6498 0.0797 -6.2227 0.464 -0.216 -0.475
H 0.1435 0.6654 -4.7949 0.747 0.212 1.149
H 0.7638 -1.8594 -3.8575 0.543 0.746 0.435
H 0.9296 -2.2519 -5.4594 0.070 0.276 -0.635
H -1.5844 -1.8413 -5.7076 0.359 -0.482 -0.302
H -1.5842 -0.9605 -4.3076 0.117 -0.073 0.665
H -1.2050 -2.7061 -4.1804 -0.299 0.108 -0.169
H 5.1618 1.0096 -4.1535 0.386 -0.047 0.206
H 5.8794 1.8813 -5.5224 -0.475 0.543 0.240
H 6.2754 0.1047 -6.8377 0.286 -0.511 -0.069
H 5.4884 -1.0651 -5.7134 -0.234 -0.177 -0.597
H 7.1915 -0.8552 -3.9912 -0.426 -0.232 -0.142
H 7.9229 0.4279 -4.8579 0.218 0.124 -0.018
H 9.1333 -1.7534 -5.2287 0.000 -0.046 0.082
H 8.6509 -1.0093 -6.7151 -0.426 -0.333 -0.256
H 7.6838 -2.4074 -5.9555 0.171 0.006 -0.626
C -1.0865 1.6617 8.1118 -0.688 -0.477 0.011
F -0.4471 0.4925 8.3892 -0.405 -0.296 -0.175
F -0.7504 2.4767 9.0937 0.009 0.510 -0.169
F -0.5656 2.0801 6.9362 -0.537 0.044 0.669
S -3.0267 1.4796 8.0340 -2.712 0.227 -2.001
O -3.5323 2.8100 7.6912 1.329 -0.702 1.481
O -3.2975 0.6306 6.8481 1.406 -0.664 0.766
O -3.5257 0.8575 9.2764 1.598 0.724 -0.850
C -7.9434 -0.8653 -3.4062 1.390 0.261 1.140
F -8.8600 -1.5720 -2.7532 -0.324 0.061 -0.122
F -6.8576 -1.7117 -3.5442 -0.932 1.022 -0.244
F -8.4006 -0.5287 -4.6071 0.046 -0.264 -0.022
S -7.4444 0.7009 -2.3992 -0.147 2.277 -1.655
O -6.6316 1.4871 -3.3802 -1.032 -1.430 1.249
O -8.6864 1.3783 -2.0184 0.397 -0.749 -0.753
O -6.7266 0.2138 -1.2608 0.847 -0.837 0.526
C -5.0303 -7.1166 -1.1361 1.886 0.708 3.527
F -5.1280 -8.1429 -1.9147 -0.809 -1.021 -1.076
F -4.7742 -6.0209 -1.8115 -0.388 0.774 -1.041
F -6.1542 -6.9059 -0.4072 0.231 -0.478 -0.657
S -3.4748 -7.3431 -0.0027 0.656 -1.934 0.634
O -2.4230 -7.2170 -1.0168 -0.436 -0.718 0.117
O -3.4198 -6.2401 0.9221 -0.679 1.146 0.484
O -3.5916 -8.6437 0.7233 -0.104 1.743 -1.867
C 3.6004 4.6896 1.4231 0.491 -2.249 -0.446
F 4.3306 5.0782 2.4827 -0.727 -0.005 -0.563
F 2.3553 5.1636 1.4679 -0.010 -0.149 0.753
F 4.1239 5.2199 0.3110 0.520 0.194 -0.109
S 3.6663 2.6800 1.1755 -0.895 0.275 0.355
O 2.6357 2.4382 0.1895 -1.199 0.492 -0.580
O 4.9538 2.3864 0.6283 1.759 0.444 -0.268
O 3.4044 2.0407 2.4434 -0.121 0.611 0.470
C -0.5537 7.3841 6.0607 -0.745 -1.430 3.069
F -0.7303 6.0871 5.6958 -0.217 0.783 -0.915
F 0.7368 7.3874 6.5096 -0.479 1.164 -1.349
F -0.8625 8.2317 5.0722 1.142 -0.593 -0.150
S -1.6784 7.7189 7.5613 -1.364 -0.987 1.782
O -2.9756 7.1485 7.1863 0.976 0.395 -0.604
O -1.0753 6.9952 8.6935 0.112 0.846 -1.582
O -1.7011 9.1657 7.6911 0.570 -0.065 -0.411
```
Forces are in eV/Å.

HOMO in eV: -5.94
LUMO in eV: -2.15
HOMO-LUMO gap in eV: 3.8
Charge: 0
Calculated total energy in Eh: -7015.9338
F_max in hartree/bohr: 0.079
Molar mass in u: 1391.40
Multiplicity: 1